Entry 1:
This record from the OMol25 dataset describes one molecule with the formula C3H11N5O. The level of theory is the ωB97M-V functional and the def2-TZVPD basis.

Atoms and positions in Å:
C (-2.840, 1.402, 0.283)
C (-1.959, 0.227, -0.192)
C (1.263, 0.075, 0.307)
H (-2.292, 1.893, 1.159)
H (-3.789, 0.808, 0.443)
H (-3.077, 2.119, -0.516)
H (-2.452, -0.247, -1.000)
H (-1.810, -0.438, 0.687)
H (0.695, 1.888, -0.068)
H (0.416, -1.708, 1.008)
H (-0.171, -1.341, -1.246)
H (1.474, -1.983, -1.518)
H (4.287, -0.127, 0.072)
H (3.097, -1.207, 0.699)
N (0.207, 1.024, 0.210)
N (1.117, -1.399, 0.356)
N (0.657, -1.998, -0.859)
N (2.418, 0.616, 0.331)
N (3.499, -0.250, 0.647)
O (-0.738, 0.647, -0.803)

The largest force on an atom is 3.4 eV/A. The total energy comes out at -469.76126 hartree. The calculation puts the highest occupied orbital energy at -8.4 eV. The HOMO-LUMO gap comes out at 9.29 eV. The charge is 0. Its structure (SMILES) is CCON/C(=N/N)NN. Its energy relative to the best compared isomer or geometry (same formula, charge and spin) is 123.21 kcal/mol.



Entry 2:
This record from the OMol25 dataset describes a 5-piece molecular cluster, C13H36O5 overall. The level of theory is the ωB97M-V functional and the def2-TZVPD basis.

Atoms and positions in Å:
C (2.898, 0.679, 1.337)
C (3.642, 0.023, 2.498)
C (3.288, -1.449, 2.635)
O (5.054, 0.142, 2.303)
H (1.826, 0.490, 1.439)
H (3.204, 0.242, 0.386)
H (3.073, 1.754, 1.353)
H (3.352, 0.573, 3.403)
H (3.348, -1.934, 1.661)
H (2.271, -1.559, 3.017)
H (3.967, -1.947, 3.325)
H (5.395, 0.840, 2.867)
C (-5.461, 1.316, -0.211)
C (-5.399, 1.360, 1.309)
C (-4.894, 2.703, 1.841)
O (-6.646, 0.998, 1.892)
H (-5.614, 0.294, -0.568)
H (-4.513, 1.651, -0.634)
H (-6.301, 1.903, -0.589)
H (-4.697, 0.597, 1.656)
H (-3.807, 2.737, 1.891)
H (-5.312, 2.875, 2.835)
H (-5.222, 3.557, 1.235)
H (-7.332, 1.533, 1.481)
C (1.926, 3.423, -1.877)
C (1.114, 2.215, -2.205)
C (1.917, 1.153, -2.943)
O (0.646, 1.582, -1.001)
H (1.405, 4.076, -1.172)
H (2.104, 4.001, -2.789)
H (2.904, 3.144, -1.485)
H (0.240, 2.482, -2.809)
H (2.336, 1.575, -3.859)
H (1.270, 0.334, -3.259)
H (2.720, 0.791, -2.305)
H (0.321, 2.253, -0.394)
C (1.890, -2.866, -1.663)
C (1.235, -4.089, -1.041)
C (1.449, -4.158, 0.456)
O (-0.162, -4.080, -1.350)
H (2.828, -2.577, -1.185)
H (1.186, -2.035, -1.599)
H (2.106, -3.036, -2.720)
H (1.587, -5.007, -1.515)
H (0.955, -3.304, 0.931)
H (2.508, -4.088, 0.708)
H (1.034, -5.079, 0.861)
H (-0.548, -3.303, -0.927)
C (-2.189, -0.541, -0.546)
O (-0.806, -0.815, -0.494)
H (-2.729, -1.488, -0.552)
H (-2.538, -0.006, 0.351)
H (-2.497, 0.038, -1.423)
H (-0.330, 0.026, -0.554)

The largest force on an atom is 0.9 eV/A. The total energy comes out at -893.07086 hartree. The calculation puts the highest occupied orbital energy at -9.7 eV. The HOMO-LUMO gap comes out at 10.03 eV. The charge is 0. Its structure (SMILES) is CC(C)O.CC(C)O.CC(C)O.CC(C)O.CO. Its energy relative to the best compared isomer or geometry (same formula, charge and spin) is 0.00 kcal/mol.



Entry 3:
This record from the OMol25 dataset describes one molecule with the formula C5H14N2. The level of theory is the ωB97M-V functional and the def2-TZVPD basis.

Atoms and positions in Å:
C (1.084, 0.846, -1.148)
C (0.273, 0.075, -0.102)
C (0.799, -1.342, 0.069)
C (2.266, -1.366, 0.530)
N (-1.146, 0.059, -0.396)
C (-2.018, 1.139, -0.023)
N (-3.046, 0.744, 0.972)
H (1.161, 0.280, -2.081)
H (2.070, 1.087, -0.767)
H (0.564, 1.779, -1.373)
H (0.373, 0.594, 0.851)
H (0.185, -1.875, 0.789)
H (0.710, -1.843, -0.899)
H (2.553, -2.329, 0.935)
H (2.435, -0.635, 1.329)
H (2.935, -1.146, -0.302)
H (-1.584, -0.657, -0.949)
H (-2.531, 1.528, -0.910)
H (-1.391, 1.936, 0.372)
H (-2.786, -0.185, 1.294)
H (-2.906, 1.309, 1.807)

The largest force on an atom is 0.6 eV/A. The total energy comes out at -308.39743 hartree. The calculation puts the highest occupied orbital energy at -8.4 eV. The HOMO-LUMO gap comes out at 9.51 eV. The charge is 0. Its structure (SMILES) is CC[C@@H](C)NCN. Its energy relative to the best compared isomer or geometry (same formula, charge and spin) is 16.08 kcal/mol.



Entry 4:
This record from the OMol25 dataset describes one molecule with the formula CH4FIP2. The level of theory is the ωB97M-V functional and the def2-TZVPD basis.

Atoms and positions in Å:
C (-0.318, -0.487, 0.160)
F (2.669, -2.218, 0.253)
P (1.331, 0.264, 0.822)
P (2.539, -0.906, -0.639)
I (4.828, 0.206, 0.137)
H (-0.290, -1.587, -0.003)
H (-0.366, 0.075, -0.800)
H (-1.036, -0.415, 0.945)
H (1.442, 1.266, -0.197)

The largest force on an atom is 2.1 eV/A. The total energy comes out at -1120.77976 hartree. The calculation puts the highest occupied orbital energy at -9.2 eV. The HOMO-LUMO gap comes out at 8.59 eV. The charge is 0. Its structure (SMILES) is C[PH]#P(F)I. Its energy relative to the best compared isomer or geometry (same formula, charge and spin) is 14.16 kcal/mol.



Entry 5:
This record from the OMol25 dataset describes a 7-piece molecular cluster, C5H23NO6 overall. The level of theory is the ωB97M-V functional and the def2-TZVPD basis.

Atoms and positions in Å:
C (-0.893, 0.001, 2.938)
C (-0.906, -0.561, 1.563)
C (-1.212, 0.465, 0.447)
C (-1.508, -0.267, -0.886)
C (-2.667, -0.710, -1.281)
N (-0.284, -0.392, -1.594)
H (-1.411, -0.604, 3.688)
H (-1.609, 0.896, 3.198)
H (0.066, 0.379, 3.298)
H (0.006, -1.089, 1.195)
H (-1.668, -1.313, 1.544)
H (-2.167, 1.122, 0.778)
H (-0.467, 1.220, 0.379)
H (-3.735, -0.354, -1.075)
H (-2.522, -1.336, -2.202)
H (-0.422, -1.035, -2.404)
H (0.421, -0.803, -0.992)
H (1.350, -3.307, -0.184)
H (1.431, -3.232, 1.250)
O (0.831, -3.038, 0.565)
H (3.216, -0.947, 1.176)
H (2.883, -0.581, 2.614)
O (2.714, -1.233, 1.967)
H (-1.250, -3.609, -2.447)
H (-0.848, -3.476, -0.965)
O (-1.267, -3.042, -1.595)
H (0.564, 1.580, -2.846)
H (1.910, 2.366, -2.912)
O (1.003, 2.261, -3.320)
H (0.454, 3.809, -1.507)
H (-0.947, 4.367, -1.011)
O (0.059, 4.536, -0.982)
H (2.222, 3.045, 0.606)
H (3.482, 1.984, 0.455)
O (3.172, 2.898, 0.543)

The largest force on an atom is 7.9 eV/A. The total energy comes out at -710.38918 hartree. The calculation puts the highest occupied orbital energy (spin up / spin down) at 0.1 / -5.7 eV. Its expectation value of S² is 0.75. The HOMO-LUMO gap (spin up / spin down) comes out at 2.73 / 8.58 eV. The charge is -1. The multiplicity is 2.



Entry 6:
This record from the OMol25 dataset describes C19H32AsCaN4O6P2SbSe4 as an isolated structure. The level of theory is the ωB97M-V functional and the def2-TZVPD basis.

Atoms and positions in Å:
Ca (0.290, 0.878, 0.663)
C (-3.843, 3.670, 3.634)
C (-2.620, 3.028, 3.738)
C (-2.118, 2.327, 2.652)
C (-2.840, 2.264, 1.467)
C (-4.071, 2.909, 1.360)
C (-4.564, 3.609, 2.445)
N (-2.247, 1.543, 0.383)
N (-2.988, 1.324, -0.581)
C (-2.371, 0.620, -1.673)
C (-3.137, 0.493, -2.815)
C (-2.563, -0.141, -3.911)
C (-1.272, -0.614, -3.802)
C (-0.591, -0.454, -2.595)
N (-1.135, 0.154, -1.548)
H (-4.234, 4.227, 4.476)
H (-2.048, 3.077, 4.654)
H (-1.167, 1.817, 2.713)
H (-4.617, 2.862, 0.429)
H (-5.516, 4.119, 2.364)
H (-4.139, 0.899, -2.830)
H (-3.118, -0.246, -4.835)
H (-0.745, -1.089, -4.619)
H (0.434, -0.797, -2.500)
N (3.570, 0.662, 4.091)
C (2.170, 0.966, 3.593)
C (1.310, 1.381, 4.785)
P (1.618, -0.732, 3.017)
O (2.718, -1.094, 1.949)
O (1.843, -1.575, 4.226)
O (0.235, -0.560, 2.432)
P (2.483, 2.433, 2.476)
O (3.666, 1.840, 1.580)
O (2.999, 3.444, 3.433)
O (1.253, 2.684, 1.633)
H (3.516, -0.209, 4.633)
H (3.936, 1.458, 4.617)
H (4.156, 0.520, 3.258)
H (1.457, 0.698, 5.625)
H (0.258, 1.307, 4.508)
H (1.530, 2.405, 5.087)
H (2.681, -0.743, 1.014)
H (3.417, 1.573, 0.650)
C (-0.047, -4.610, -3.099)
C (-0.129, -4.858, -1.596)
As (0.485, -3.266, -0.593)
C (2.392, -3.323, -1.051)
C (3.144, -4.644, -1.132)
C (0.331, -4.034, 1.220)
C (1.231, -5.192, 1.627)
H (-0.340, -5.493, -3.676)
H (0.962, -4.327, -3.407)
H (-0.702, -3.786, -3.393)
H (0.461, -5.733, -1.315)
H (-1.161, -5.049, -1.289)
H (2.905, -2.623, -0.391)
H (2.421, -2.831, -2.029)
H (3.318, -5.092, -0.154)
H (4.118, -4.450, -1.588)
H (2.626, -5.380, -1.753)
H (-0.725, -4.318, 1.286)
H (0.460, -3.201, 1.913)
H (1.232, -5.995, 0.886)
H (0.910, -5.619, 2.583)
H (2.260, -4.855, 1.750)
Se (2.733, -1.155, -4.526)
Sb (4.135, -0.070, -2.809)
Se (2.277, 0.323, -1.024)
Se (5.712, -1.539, -1.677)
Se (4.912, 2.158, -3.361)

The largest force on an atom is 1.2 eV/A. The total energy comes out at -14856.20079 hartree. The calculation puts the highest occupied orbital energy at -1.2 eV. The HOMO-LUMO gap comes out at 3.56 eV. The charge is -2. Its energy relative to the best compared isomer or geometry (same formula, charge and spin) is 0.00 kcal/mol.



Q: Among the records above, which one has the lowest charge?
A: C19H32AsCaN4O6P2SbSe4